Entry 1:
{"formula": "CH3NOSi", "method": "wB97M-V/def2-TZVPD", "multiplicity": 1, "homo_lumo_gap_ev": 11.43, "de_lowest_ev": 2.906, "smiles": "N#CO[SiH3]", "homo_ev": -11.88, "symbols": ["C", "N", "O", "Si", "H", "H", "H"], "positions_angstrom": [[-3.08, 0.16, 0.03], [-4.14, -0.23, 0.05], [-1.53, 0.66, -0.03], [-0.05, 0.02, 0.04], [0.23, -0.84, -1.11], [0.61, 1.32, -0.02], [0.19, -0.70, 1.29]]}

---

Entry 2:
{"formula": "CH3NS", "method": "wB97M-V/def2-TZVPD", "multiplicity": 1, "homo_lumo_gap_ev": 9.96, "de_lowest_ev": 1.309, "homo_ev": -8.97, "symbols": ["C", "H", "H", "H", "N", "S"], "positions_angstrom": [[-0.93, -0.22, -0.02], [2.21, 0.91, 0.08], [-1.94, 0.17, -0.03], [-0.78, -1.32, 0.04], [0.01, 0.63, -0.03], [1.43, -0.17, -0.03]]}

---

Entry 3:
{"formula": "CH3NS2", "method": "wB97M-V/def2-TZVPD", "multiplicity": 1, "homo_lumo_gap_ev": [7.22, 7.22], "de_lowest_ev": 2.947, "smiles": "NSC=S", "homo_ev": [-8.43, -8.43], "symbols": ["C", "N", "S", "S", "H", "H", "H"], "positions_angstrom": [[-0.68, -1.06, 0.23], [0.49, 1.42, 0.18], [-0.92, -2.81, -0.79], [-0.07, 0.07, -0.86], [-0.75, -1.11, 1.26], [0.49, 2.23, -0.42], [1.43, 1.27, 0.39]]}

---

Number 1: DFT total energy -459.3021 hartree, F_max 9.17 eV/A. Number 2: DFT total energy -492.7917 hartree, F_max 2.82 eV/A. Number 3: DFT total energy -890.9200 hartree, F_max 7.97 eV/A.